DFT (ωB97M-V/def2-TZVPD) results for 2 unconnected molecules or ions with the total composition CH4O3S at a distorted geometry.

```
9
Properties=species:S:1:pos:R:3:forces:R:3:mulliken_charge:R:1
H -1.021864 -0.933450 0.068529 4.046 -2.584 0.275 0.153
O 2.895194 -0.115831 0.266791 0.330 0.641 -0.374 -0.435
O 0.963156 -1.192467 0.155137 0.215 -0.896 0.378 -0.542
S -2.005480 -0.247769 0.280593 -3.398 2.452 1.677 -0.329
H -2.205593 -0.619372 -0.933536 -1.119 0.119 -1.823 0.182
H 3.155371 0.795195 0.052794 0.158 -0.155 0.295 0.333
C 1.575741 -0.169407 0.197195 -0.591 -0.471 -0.462 0.807
H 0.122544 0.939358 0.427505 -3.077 -0.250 0.504 0.212
O 0.982053 1.023286 0.115150 3.437 1.145 -0.470 -0.381
```
Positions in Å, forces in eV/Å.

Output
net charge: 0
highest occupied orbital energy: -10.00 eV
E_tot: -18079.4572 eV
SMILES: O=C(O)O.S
orbital gap: 0.384 hartree
ΔE to the lowest compared entry with this formula, charge and spin: 9.0 kcal/mol

***

DFT (ωB97M-V/def2-TZVPD) results for C3H5NO in the gas phase at a distorted geometry.

```
10
Properties=species:S:1:pos:R:3:forces:R:3:mulliken_charge:R:1
H -0.523349 -0.232262 -1.750885 0.529 -0.329 0.334 0.283
N 0.221374 -0.416873 -1.064072 -2.106 -1.111 0.449 -0.465
H 0.003653 -1.856144 0.777961 -0.230 1.081 -1.421 0.218
H 0.286402 1.805794 -0.884239 -0.020 -0.960 0.496 0.309
C -0.449899 -0.957867 0.218041 0.826 -0.290 1.641 -0.366
C -0.029805 0.363641 0.954889 -1.478 -0.456 -0.086 0.496
C 0.569867 0.826309 -0.413589 2.015 1.719 1.453 -0.344
H -1.547071 -1.133445 0.293067 0.584 0.313 -0.687 0.242
H 1.681954 0.863495 -0.221357 -0.815 0.179 -0.419 0.171
O -0.213127 0.737352 2.090184 0.693 -0.146 -1.761 -0.543
```
Positions in Å, forces in eV/Å.

Output
net charge: 0
highest occupied orbital energy: -9.64 eV
E_tot: -6727.8311 eV
SMILES: O=C1CNC1
orbital gap: 0.388 hartree
ΔE to the lowest compared entry with this formula, charge and spin: 40.2 kcal/mol

***

- Which of these has the highest ΔE to the lowest compared entry with this formula, charge and spin?
  C3H5NO